Entry one
Computed, not measured: a cluster of 2 separate species, C2H4Cl2N2 in total, with ωB97M-V/def2-TZVPD.

Its HOMO-LUMO gap is 0.3272 Ha. The calculation puts the HOMO energy at -8.924 eV. The value obtained for the molar mass is 126.97 g mol⁻¹. Its total charge is 0.

Element x y z (Å)
C 0.58668 0.08589 0.04287
C -0.64014 -0.29922 0.42395
N 1.17865 -0.59020 -1.95137
N -1.13829 0.07341 1.71728
Cl 1.86345 0.98230 0.63901
Cl -1.68425 -1.30990 -0.58292
H 0.45390 -0.15079 -2.49066
H 1.82780 0.15935 -1.98504
H -1.91631 0.58639 1.75582
H -0.53148 0.46277 2.43104

Entry two
Computed, not measured: a cluster of 2 separate species, C2H4Cl2N2 in total, with ωB97M-V/def2-TZVPD.

Its HOMO-LUMO gap (spin up / spin down) is 0.2512 / 0.2510 Ha. The calculation puts the HOMO energy (spin up / spin down) at -8.746 / -8.743 eV. The value obtained for the molar mass is 126.97 g mol⁻¹. Its total charge is 0.

Element x y z (Å)
C -0.66561 -0.08792 0.41736
C 0.42868 -0.81282 0.17190
N -0.32059 2.59856 0.03145
N 0.41457 -2.18035 -0.15034
Cl -2.31595 -0.40198 0.21374
Cl 2.00850 -0.04946 0.38780
H 0.31835 2.37119 0.91636
H 0.23943 2.13090 -0.75433
H 1.23053 -2.76542 0.17334
H -0.51026 -2.70270 -0.24399

Most stable structure, least stable structure: entry one, entry two.